#A
C4H20BO18 as an isolated structure. Source: the Open Molecules 2025 dataset; level of theory: ωB97M-V with the def2-TZVPD basis set.

Properties
- LUMO (eV) = 1.8
- M (g mol⁻¹) = 367.00
- Kohn-Sham gap (eV) = 10.17
- net charge = -1

Structure (XYZ):
```
43
Properties=species:S:1:pos:R:3:nbo_charge:R:1
O -3.47934 -1.30301 -0.48163 -0.59
C -2.71696 -0.37667 -0.59487 0.67
O -1.74088 -0.47982 -1.35659 -0.61
B -0.88107 0.69539 -0.99158 1.17
O -1.71938 1.49053 -0.02927 -0.62
C -2.72581 0.75815 0.26275 0.70
O -3.24959 0.80274 1.38671 -0.61
O -0.58827 1.45309 -2.18807 -0.60
C 0.64206 1.39575 -2.34223 0.66
O 1.24890 1.95931 -3.25876 -0.59
C 1.26252 0.60286 -1.32669 0.71
O 0.41275 0.28238 -0.47417 -0.61
O 2.48132 0.44820 -1.18763 -0.64
O -0.69889 -1.91715 1.14648 -0.95
H -0.19433 -1.87283 0.34134 0.48
H -0.99157 -2.81075 1.25956 0.47
O 4.56014 1.60390 0.01402 -0.96
H 4.07834 1.26778 -0.71908 0.49
H 5.21044 2.17336 -0.39954 0.47
O -3.81436 -4.10810 0.32416 -0.97
H -3.45739 -4.16602 1.20691 0.47
H -4.12215 -3.19952 0.18821 0.51
O -1.75103 -3.53924 -1.64522 -0.96
H -1.98986 -2.60253 -1.75666 0.47
H -2.32732 -3.77973 -0.98041 0.48
O 0.74686 3.40281 0.64292 -0.94
H -0.13642 3.18274 0.38946 0.46
H 0.97795 2.59575 1.09981 0.48
O 2.54264 1.33761 2.12721 -0.97
H 1.89442 0.67477 1.98527 0.47
H 3.05780 1.42192 1.32617 0.49
O 3.87839 3.03042 -2.68413 -0.96
H 2.96916 3.04527 -3.02517 0.50
H 4.24211 2.18683 -2.91550 0.46
O -0.74494 0.67828 2.70636 -0.95
H -1.60470 0.80960 2.27997 0.47
H -0.90734 -0.06232 3.23644 0.47
O 4.03086 -1.88121 -1.29816 -0.95
H 3.55775 -1.15792 -1.75354 0.48
H 3.77337 -1.65443 -0.38406 0.47
O -3.77832 -1.17235 3.19430 -0.96
H -4.37032 -0.86530 3.91830 0.46
H -3.57754 -0.35053 2.75665 0.49
```


#B
A 11-piece molecular cluster, C4H20BO18 overall. Source: the Open Molecules 2025 dataset; level of theory: ωB97M-V with the def2-TZVPD basis set.

Properties
- LUMO (eV) = 1.5
- M (g mol⁻¹) = 367.00
- Kohn-Sham gap (eV) = 9.91
- net charge = -1

Structure (XYZ):
```
43
Properties=species:S:1:pos:R:3:nbo_charge:R:1
O 1.58787 -2.38237 -1.74367 -0.60
C 1.19970 -1.64776 -0.78051 0.68
O 1.14665 -0.34126 -0.72975 -0.64
B 0.41126 0.05106 0.47662 1.17
O 0.21759 -1.14099 1.23290 -0.64
C 0.60021 -2.18747 0.48666 0.69
O 0.64237 -3.36476 0.83161 -0.56
O -0.85938 0.72248 0.09685 -0.68
C -0.82667 2.03624 0.54451 0.70
O -1.69690 2.88258 0.37825 -0.58
C 0.50104 2.29345 1.32679 0.69
O 1.17566 1.11381 1.29830 -0.64
O 0.84090 3.39659 1.87765 -0.58
O 1.95861 0.63184 -3.39956 -0.95
H 2.13714 -0.00463 -4.09184 0.46
H 1.94572 0.11379 -2.59477 0.48
O -0.00007 -5.36000 -1.06426 -0.97
H 0.09400 -5.32058 -2.01601 0.48
H 0.70100 -4.80029 -0.73042 0.48
O -3.66042 1.23865 -1.29336 -0.95
H -3.24784 1.81012 -0.64572 0.48
H -3.30869 0.36869 -1.10447 0.47
O 4.74850 -2.08801 -2.35662 -0.94
H 5.25361 -1.28532 -2.48620 0.47
H 4.44451 -2.03661 -1.45044 0.47
O 1.60718 -4.88213 -3.20206 -0.95
H 1.14787 -4.57113 -3.98215 0.47
H 2.08293 -4.11561 -2.88211 0.50
O -2.51387 -1.41771 3.35876 -0.95
H -2.67957 -0.86486 2.59512 0.46
H -1.77478 -1.96843 3.10050 0.49
O -4.44042 4.89185 1.06129 -0.94
H -4.86035 4.04532 1.21394 0.47
H -3.80280 4.72188 0.36789 0.48
O 3.40206 5.17478 1.71417 -0.95
H 3.24440 4.39909 2.25238 0.48
H 2.52974 5.53037 1.54431 0.47
O -2.02222 -3.99045 1.60926 -0.95
H -1.11945 -4.14595 1.33167 0.49
H -2.40820 -3.48146 0.89640 0.46
O -1.35751 5.64448 2.51607 -0.95
H -0.87925 5.19373 1.82014 0.48
H -2.16215 5.13696 2.62191 0.47
```


Preferred: #B; penalty for the next structure: 0.651 eV.


#A
C36H36N5O2S6SbW as an isolated structure. Source: the Open Molecules 2025 dataset; level of theory: ωB97M-V with the def2-TZVPD basis set.

Properties
- LUMO (spin up / spin down) (eV) = -0.5 / -0.5
- M (g mol⁻¹) = 1068.72
- multiplicity = 3
- <S²> = 2.02
- Kohn-Sham gap (spin up / spin down) (eV) = 6.10 / 6.87
- net charge = 0

Structure (XYZ):
```
87
Properties=species:S:1:pos:R:3:lowdin_spin:R:1
W -0.38313 -1.74749 -0.18062 1.58
C 5.06699 -4.99712 -0.24947 0.00
C 4.09138 -3.94302 0.19359 0.00
C 3.18921 -4.20844 1.21824 0.00
C 2.22330 -3.28869 1.55863 0.01
C 2.12276 -2.06484 0.90055 0.01
N 1.04212 -1.17372 1.18430 0.04
C 1.15606 -0.41473 2.33858 0.00
C 2.30059 -0.46486 3.14769 0.01
C 2.42305 0.32646 4.27782 0.00
C 1.42473 1.21241 4.66271 0.01
C 1.57704 2.09752 5.87564 0.00
C 0.29077 1.26838 3.86782 0.00
C 0.14809 0.48095 2.73623 0.01
N -1.04172 0.58570 1.94802 0.01
C -2.18494 -0.22843 2.36134 0.00
C -3.65622 1.18209 1.91293 0.00
C -2.58862 2.18420 1.54245 0.00
N -1.34746 1.88962 1.59631 0.00
C 3.08181 -1.76111 -0.07228 0.01
C 4.02970 -2.70649 -0.43190 0.00
N 3.12378 -0.48975 -0.70952 0.00
C 4.25250 0.16545 -1.08273 0.00
C 3.86014 1.37290 -1.60189 0.00
C 2.45979 1.35723 -1.49171 0.00
N 2.01954 0.23740 -0.94544 0.01
H 5.71715 -5.30745 0.57002 0.00
H 5.69403 -4.63929 -1.06544 0.00
H 4.51992 -5.87698 -0.59294 0.00
H 3.20811 -5.17219 1.71189 0.00
H 1.48931 -3.51849 2.31848 0.00
H 3.11099 -1.12550 2.87383 0.00
H 3.32960 0.25440 4.86795 0.00
H 2.44585 1.80217 6.46290 0.00
H 0.69817 2.04090 6.52000 0.00
H 1.70841 3.14296 5.58752 0.00
H -0.50366 1.96623 4.11150 0.00
H -1.84908 -1.21377 2.67776 0.00
H -4.67659 1.54664 1.82231 0.00
H -2.83997 3.19612 1.24404 0.00
H 4.70430 -2.48202 -1.25011 0.00
H 5.22775 -0.26012 -0.92166 0.00
H 4.48989 2.15530 -1.98840 0.00
H 1.75464 2.12294 -1.77426 0.00
O -2.37460 -1.69818 -0.82813 0.01
S -3.70271 -2.33674 -0.33423 0.03
C -4.77379 -1.65579 -1.62790 0.00
C -4.55881 -0.16335 -1.88966 0.00
C -3.39645 0.16672 -2.84188 0.00
C -2.86775 1.58669 -2.63342 0.00
S -1.14811 1.66335 -1.98307 0.01
O -0.90215 0.40249 -1.21486 0.03
C -0.31817 1.49173 -3.55608 0.00
C 0.03601 2.64573 -4.24093 0.00
C 0.69322 2.53084 -5.45560 0.00
C 1.00303 1.27601 -5.96572 0.00
C 0.65432 0.12924 -5.26201 0.00
C -0.01048 0.23710 -4.04893 0.00
C -4.06182 -1.31017 1.07377 0.00
C -4.82286 -1.83164 2.03657 0.00
C -4.99811 -1.25625 3.36227 0.00
C -4.27610 -0.26854 3.90221 0.00
C -3.19278 0.54240 3.26147 0.00
C -3.19740 -0.10725 1.19120 0.00
H -5.78988 -1.88216 -1.29842 0.00
H -4.54698 -2.27519 -2.49828 0.00
H -4.41652 0.34687 -0.93575 0.00
H -5.48415 0.24494 -2.30363 0.00
H -3.73657 0.05003 -3.87215 0.00
H -2.58822 -0.54576 -2.69357 0.00
H -3.46630 2.14638 -1.91052 0.00
H -2.83135 2.16881 -3.55379 0.00
H -0.18620 3.62224 -3.82410 0.00
H 0.97877 3.42268 -5.99841 0.00
H 1.52698 1.19086 -6.90872 0.00
H 0.90330 -0.85076 -5.64719 0.00
H -0.26268 -0.64726 -3.47701 0.00
H -5.29789 -2.78930 1.83857 0.00
H -5.75707 -1.71207 3.98708 0.00
H -4.52108 0.02210 4.91770 0.00
H -2.75422 1.22876 3.98291 0.00
H -2.71262 0.09584 0.24419 0.00
S -2.68153 -4.91642 -2.13849 0.01
Sb -0.74075 -4.67108 -1.00041 0.04
S 0.40097 -2.72860 -2.04953 0.03
S -1.13987 -3.55123 1.10513 0.09
S 0.84171 -6.21055 -0.58672 0.03
```


#B
C36H36N5O2S6SbW as an isolated structure. Source: the Open Molecules 2025 dataset; level of theory: ωB97M-V with the def2-TZVPD basis set.

Properties
- LUMO (spin up / spin down) (eV) = 0.1 / 0.0
- M (g mol⁻¹) = 1068.72
- multiplicity = 3
- <S²> = 2.02
- Kohn-Sham gap (spin up / spin down) (eV) = 5.94 / 6.16
- net charge = 0

Structure (XYZ):
```
87
Properties=species:S:1:pos:R:3:lowdin_spin:R:1
W 0.69154 -0.32519 -0.68276 1.55
C -2.44316 6.28523 -0.77503 0.00
C -2.05792 4.82775 -0.76578 0.01
C -3.01266 3.82551 -0.95250 0.00
C -2.62837 2.51129 -0.99905 0.00
C -1.28571 2.09062 -0.87847 0.00
N -1.01049 0.74114 -1.11108 0.03
C -1.67904 0.24586 -2.27191 0.01
C -1.82697 1.03372 -3.41701 0.01
C -2.55527 0.59799 -4.50509 0.00
C -3.16159 -0.65640 -4.51728 0.01
C -3.89482 -1.17096 -5.72669 0.00
C -2.96465 -1.46520 -3.41722 0.00
C -2.23182 -1.02151 -2.32762 0.01
N -1.95653 -1.93586 -1.27359 0.01
C -2.70112 -2.97014 -0.85248 0.01
C -1.96226 -3.67359 0.07350 0.00
C -0.74802 -2.99355 0.14087 0.02
N -0.75165 -1.94563 -0.67722 0.02
C -0.36117 3.08315 -0.55736 0.01
C -0.76084 4.42738 -0.54604 0.00
N 0.99592 2.81119 -0.16179 0.00
C 1.87592 3.73531 0.26460 0.02
C 2.94551 3.09059 0.82829 0.00
C 2.63752 1.74178 0.71443 0.02
N 1.46937 1.56986 0.10296 0.01
H -3.11261 6.50070 -1.60886 0.00
H -1.56738 6.92810 -0.86999 0.00
H -2.96529 6.56239 0.14427 0.00
H -4.05828 4.08716 -1.07575 0.00
H -3.36776 1.74023 -1.17253 0.00
H -1.35042 2.00434 -3.43991 0.00
H -2.62885 1.23545 -5.38001 0.00
H -4.09754 -0.36659 -6.43290 0.00
H -4.84228 -1.63763 -5.45215 0.00
H -3.28558 -1.92213 -6.23629 0.00
H -3.32193 -2.48963 -3.43109 0.00
H -3.69772 -3.12334 -1.23000 0.00
H -2.25247 -4.56165 0.60856 0.00
H 0.12852 -3.22324 0.72262 0.00
H -0.03048 5.20273 -0.36652 0.00
H 1.70170 4.78833 0.15909 0.00
H 3.83239 3.53249 1.24753 0.00
H 3.20625 0.89313 1.03554 0.00
O 2.12741 -0.95850 0.83251 0.05
S 3.06665 -2.19178 0.90754 0.02
C 3.67826 -1.81901 2.63053 0.00
C 2.64404 -1.09673 3.48537 0.00
C 1.25802 -1.74731 3.54180 0.00
C 0.23929 -0.81102 4.17734 0.00
S -0.60331 0.25127 2.91088 0.00
O -0.41350 -0.36000 1.55668 0.01
C -2.28432 -0.16365 3.33500 0.00
C -3.01386 -0.97058 2.48614 0.00
C -4.30628 -1.32854 2.85370 0.00
C -4.84366 -0.87746 4.05031 0.00
C -4.10034 -0.04770 4.88399 0.00
C -2.81250 0.31857 4.52572 0.00
C 4.59695 -1.79849 0.08350 0.00
C 4.69405 -0.70018 -0.75117 0.00
C 5.91800 -0.42008 -1.34436 0.00
C 7.00608 -1.25502 -1.13423 0.00
C 6.87447 -2.38915 -0.34149 0.00
C 5.66347 -2.66714 0.27195 0.00
H 4.59288 -1.23563 2.54555 0.00
H 3.92383 -2.79722 3.05353 0.00
H 2.53186 -0.07746 3.10913 0.00
H 3.03385 -1.02065 4.50532 0.00
H 1.28993 -2.68795 4.09689 0.00
H 0.91736 -1.98140 2.53338 0.00
H 0.72000 -0.08819 4.84058 0.00
H -0.53771 -1.33319 4.73032 0.00
H -2.57457 -1.31136 1.55459 0.00
H -4.89257 -1.96431 2.20128 0.00
H -5.84609 -1.17011 4.33779 0.00
H -4.52562 0.31670 5.81069 0.00
H -2.22519 0.97527 5.16003 0.00
H 3.82002 -0.11216 -0.99405 0.00
H 6.00345 0.43747 -1.99970 0.00
H 7.95291 -1.03840 -1.61357 0.00
H 7.71000 -3.06464 -0.21016 0.00
H 5.54650 -3.55583 0.88434 0.00
S -0.08858 -2.46818 -4.59005 0.02
Sb 1.73418 -1.13395 -4.61415 0.04
S 1.84436 -2.47585 -1.52046 -0.02
S 1.50979 0.52454 -2.71960 0.10
S 3.25850 -2.31617 -2.99368 0.01
```


Preferred: #B; penalty for the next structure: 2.812 eV.


#A
One molecule with the formula C6H4N2O. Source: the Open Molecules 2025 dataset; level of theory: ωB97M-V with the def2-TZVPD basis set.

Properties
- LUMO (eV) = -0.2
- M (g mol⁻¹) = 120.11
- Kohn-Sham gap (eV) = 9.44
- net charge = 0

Structure (XYZ):
```
13
Properties=species:S:1:pos:R:3:nbo_charge:R:1
H -4.43838 0.33669 -0.18253 0.35
N -3.38170 0.45595 -0.27733 -0.60
C -2.71949 -0.54555 0.14733 0.26
N -1.35876 -0.48688 -0.08253 -0.65
C -0.58904 0.64757 0.02087 0.65
O -0.97393 1.81661 0.10258 -0.51
C 0.95350 0.28104 -0.03380 -0.02
C 2.15466 0.01642 -0.16772 -0.08
C 3.55149 0.09664 -0.19629 -0.09
C 4.80639 0.16730 0.11522 -0.17
H -2.99551 -1.56972 0.66108 0.16
H -0.96970 -1.50832 -0.11203 0.42
H 5.96047 0.29223 0.00514 0.28
```


#B
One molecule with the formula C6H4N2O. Source: the Open Molecules 2025 dataset; level of theory: ωB97M-V with the def2-TZVPD basis set.

Properties
- LUMO (eV) = -1.1
- M (g mol⁻¹) = 120.11
- Kohn-Sham gap (eV) = 7.48
- net charge = 0

Structure (XYZ):
```
13
Properties=species:S:1:pos:R:3:nbo_charge:R:1
N -2.85587 -0.87520 2.14140 -0.30
C -1.98006 -0.82201 1.22566 0.27
C -0.99329 -0.31783 0.34079 -0.32
C -0.88700 1.04197 -0.28538 -0.06
C 0.27517 1.15103 -1.03808 -0.35
C 1.53866 0.53421 -0.69246 0.10
N 1.48739 -0.56621 0.15765 -0.58
C 0.10594 -1.27426 0.34966 0.65
O 0.02502 -2.34567 0.84792 -0.55
H -1.60080 1.83898 -0.56623 0.25
H 0.13517 1.87198 -1.81011 0.23
H 2.55536 0.99482 -1.03361 0.24
H 2.19431 -1.23181 0.36279 0.42
```


Preferred: #B; penalty for the next structure: 2.218 eV.